1.
Here is a molecular structure, C46H48N3OP2S6SeW in a non-equilibrium geometry from the Open Molecules 2025 dataset. Energies are from wB97M-V/def2-TZVPD.

Structure (XYZ):
```
108
Properties=species:S:1:pos:R:3:forces:R:3:lowdin_charge:R:1
W -23.77628 -0.52475 -3.19094 0.52 0.39 -0.52 0.554
O -21.12063 1.40745 -3.75170 -0.74 0.17 -0.53 -0.659
S -22.65443 1.44774 -4.30251 1.16 -1.72 1.37 0.933
C -22.50068 1.29407 -6.01729 0.66 -0.53 -0.42 -0.369
C -21.87183 2.30268 -6.72071 -0.52 1.26 0.10 -0.023
C -21.56404 2.14968 -8.05853 0.62 -0.05 -0.02 -0.004
C -21.75668 0.90006 -8.62141 -0.52 -0.18 -1.30 0.001
C -22.45686 -0.10182 -7.94921 0.29 0.32 0.92 -0.027
C -22.79614 0.05725 -6.60549 -0.12 0.07 -0.26 -0.300
P -23.63156 -1.22122 -5.60949 0.24 0.15 0.70 0.938
C -24.16368 -2.58851 -6.67819 -0.33 1.67 2.04 -0.379
C -25.44746 -3.08846 -6.50326 -0.41 -0.42 -0.25 -0.083
C -25.78271 -4.16699 -7.28410 0.12 0.23 -0.86 -0.028
C -24.88707 -4.65685 -8.22376 0.19 -0.52 0.19 -0.039
C -23.59486 -4.22650 -8.29697 1.70 0.91 0.82 -0.031
C -23.20469 -3.15543 -7.45450 -0.31 -1.08 -2.06 -0.133
C -22.37145 -1.83133 -4.45639 -0.44 -0.18 -0.34 -0.699
C -23.03192 -2.44219 -2.06609 0.49 0.28 -0.93 -0.583
C -21.64055 -2.46404 -1.50602 -0.13 -0.42 -0.76 -0.191
C -20.45185 -2.48283 -2.16801 0.35 -0.25 -0.54 -0.140
C -20.11931 -2.23034 -3.59091 1.42 -0.28 2.04 -0.155
C -20.91500 -1.82251 -4.55993 -0.29 0.94 -0.94 -0.220
C -23.16881 3.01704 -3.93953 -2.34 0.63 0.61 -0.435
C -22.35719 4.11484 -3.88739 2.39 0.18 -0.26 -0.074
C -22.83391 5.34019 -3.53329 -2.46 1.01 0.65 0.000
C -24.21663 5.45090 -3.23805 -0.40 -0.61 -0.73 0.031
C -25.09142 4.34421 -3.35569 1.55 0.21 0.22 -0.050
C -24.55290 3.09057 -3.64779 0.76 0.14 0.00 -0.345
P -25.50305 1.53294 -3.66118 0.05 -0.15 0.11 0.980
C -26.28787 1.62448 -5.29118 -0.24 -0.72 -0.15 -0.346
C -26.70037 2.85809 -5.79107 0.39 0.48 0.45 -0.060
C -27.41615 2.91746 -6.97249 -0.26 0.38 0.32 -0.038
C -27.70411 1.74834 -7.64883 -0.34 0.00 -0.78 -0.048
C -27.22078 0.52221 -7.23261 -0.20 0.10 0.36 -0.050
C -26.56657 0.44780 -6.01529 0.40 1.06 -0.34 -0.121
C -26.77496 1.82290 -2.41583 -0.54 -0.57 -0.33 -0.389
C -26.50496 2.47900 -1.22273 1.00 0.53 -0.06 -0.144
C -27.48811 2.73059 -0.29130 0.13 0.43 0.67 -0.043
C -28.74101 2.21332 -0.48971 -1.34 -0.01 -0.98 -0.044
C -29.04870 1.56147 -1.67847 0.69 -0.48 -0.43 -0.031
C -28.06536 1.35023 -2.66502 -0.53 0.29 1.21 -0.075
H -21.74342 3.27217 -6.24079 0.18 -0.22 -0.14 0.123
H -21.12829 2.97429 -8.63712 -0.16 -0.45 0.34 0.144
H -21.46296 0.72912 -9.66996 -0.18 0.08 0.62 0.142
H -22.72176 -1.03133 -8.40259 0.02 -0.09 -0.61 0.091
H -26.19625 -2.68125 -5.82615 0.36 0.12 -0.04 0.079
H -26.75373 -4.58480 -7.31622 -0.92 -0.27 0.40 0.117
H -25.15701 -5.44622 -8.87878 -0.52 -0.63 -0.39 0.118
H -22.83380 -4.72473 -8.90667 -0.51 0.29 -0.07 0.131
H -22.25107 -2.66948 -7.55397 0.46 -0.40 0.18 0.103
H -23.85433 -2.74486 -1.45616 -0.22 -0.31 0.79 0.018
H -21.57197 -2.63095 -0.44505 -0.15 0.16 0.38 0.121
H -19.52834 -2.63863 -1.58979 -0.69 0.10 0.06 0.129
H -19.03219 -2.22267 -3.80175 -0.73 -0.03 0.21 0.139
H -20.37287 -1.40281 -5.42409 -0.83 -0.35 -0.04 0.140
H -21.27902 4.03821 -4.05518 -0.33 -0.22 -0.09 0.140
H -22.25110 6.25189 -3.48142 0.32 -0.34 0.00 0.134
H -24.69050 6.39814 -2.99346 0.40 0.00 0.06 0.131
H -26.14354 4.44367 -3.17019 -0.25 0.13 0.22 0.121
H -26.43781 3.79024 -5.25842 -0.38 -0.69 -0.47 0.107
H -27.78555 3.88817 -7.29385 0.05 -0.27 -0.20 0.127
H -28.32064 1.74822 -8.53960 0.11 0.30 -0.06 0.124
H -27.42169 -0.33932 -7.85750 0.08 -0.14 0.25 0.118
H -26.17949 -0.48034 -5.68159 0.03 -0.70 0.45 -0.003
H -25.49235 2.85990 -1.08521 -0.43 0.11 0.17 0.029
H -27.35271 3.37683 0.57586 0.46 -0.33 -0.17 0.130
H -29.59003 2.41101 0.15882 0.43 -0.02 0.31 0.127
H -30.05742 1.20037 -1.80771 -0.04 -0.06 -0.24 0.117
H -28.30805 0.82086 -3.56395 -0.12 -0.10 -0.40 0.099
S -21.06117 0.37342 -2.30237 -0.22 0.13 -0.01 0.541
S -21.16284 1.48813 -0.69029 -0.44 0.22 -0.36 0.295
S -23.27297 1.97780 -0.53069 1.10 0.22 -0.11 0.135
S -24.00844 0.16235 -0.87862 -0.44 -0.75 -0.15 0.140
Se -26.12091 -1.78889 -3.00961 0.67 0.39 0.26 0.671
C -26.56851 -1.39906 -1.24727 0.16 -0.16 -1.20 -0.777
N -26.80176 -1.19592 -0.14498 -0.27 0.10 0.80 0.104
C -24.32860 -5.59220 0.16539 -0.07 0.13 0.01 -0.090
C -23.37250 -6.82342 0.18368 -0.45 0.02 -0.42 -0.205
C -23.17533 -7.51703 -1.17336 0.71 0.71 -0.05 -0.177
C -22.08206 -6.92573 -2.06031 -0.76 1.05 -0.91 -0.098
N -22.40733 -5.47879 -2.36398 -0.67 0.26 2.43 0.081
C -22.08459 -4.81795 -3.41933 -0.36 0.91 -0.66 -0.407
S -23.14869 -3.27032 -3.64914 0.48 0.36 0.51 1.088
N -21.24178 -5.25902 -4.28692 -0.71 0.87 -1.66 0.111
C -21.04982 -4.87380 -5.68418 1.54 1.24 0.31 -0.145
C -20.32013 -5.93007 -6.49655 0.52 0.10 0.86 -0.173
C -18.89704 -6.23912 -6.04706 0.88 -0.41 0.19 -0.226
C -18.67856 -6.67895 -4.58503 0.27 -0.26 -0.08 -0.099
H -24.93563 -5.45058 1.06687 0.24 -0.43 -0.04 0.089
H -25.04692 -5.53252 -0.66902 0.30 -0.40 0.10 0.083
H -23.74209 -4.67086 0.13848 0.13 0.21 -0.10 0.044
H -23.70932 -7.60232 0.86216 -0.18 0.21 0.23 0.117
H -22.41083 -6.48084 0.53642 0.37 -0.05 0.37 0.105
H -24.12061 -7.57663 -1.66660 -0.64 0.20 -0.72 0.113
H -22.86734 -8.53483 -1.10065 0.22 -0.92 0.64 0.115
H -22.05166 -7.39745 -3.05867 -0.02 -0.10 0.48 0.134
H -21.08893 -6.96422 -1.62017 0.04 -0.08 0.22 0.136
H -22.83295 -4.90839 -1.59347 0.26 -1.01 -0.83 0.120
H -20.70504 -6.03212 -4.06267 1.11 -1.89 0.95 0.063
H -20.45612 -3.91452 -5.63174 -0.60 -0.96 -0.54 0.128
H -21.98557 -4.71566 -6.14789 -1.08 0.40 -0.25 0.080
H -20.21041 -5.52265 -7.47916 -0.23 0.25 -0.81 0.112
H -20.91517 -6.83155 -6.58473 -0.20 -0.25 0.10 0.128
H -18.26105 -5.35509 -6.18938 -0.14 -0.16 -0.28 0.116
H -18.50726 -7.03857 -6.71240 -0.17 0.55 0.35 0.130
H -18.69542 -5.83370 -3.87853 0.29 -0.20 -0.22 0.075
H -17.72995 -7.24969 -4.46626 -0.62 0.63 -0.04 0.106
H -19.46371 -7.36387 -4.27563 -0.15 -0.46 0.12 0.063
```
Positions in Å, forces in eV/Å.

Results
Total charge: +3
2S+1: 1
ΔE to the lowest compared entry with this formula, charge and spin (kcal/mol): 16.95
HOMO-LUMO gap (Ha): 0.2340

---

2.
Here is a molecular structure, C17H24ClN2O2P2Pt from the Open Molecules 2025 dataset. Energies are from wB97M-V/def2-TZVPD.

Structure (XYZ):
```
49
Properties=species:S:1:pos:R:3:forces:R:3:mulliken_spin:R:1
Pt -0.66704 0.96917 -1.22669 0.23 -0.40 0.00 1.184
C -1.36861 -1.94151 -3.35108 -0.08 0.05 -0.05 0.010
P -1.13328 -1.26003 -1.69055 0.22 0.36 -0.05 0.254
C -2.50356 -1.91865 -0.71641 -0.01 -0.06 0.00 0.009
C 0.37671 -2.08805 -1.09995 -0.11 -0.10 -0.02 -0.029
C 0.37030 -3.42675 -0.72159 0.02 -0.05 0.00 0.005
C 1.53664 -4.04036 -0.28791 0.01 0.04 -0.01 0.001
C 2.72301 -3.32070 -0.24298 -0.04 0.02 -0.02 0.001
C 2.73845 -1.98812 -0.62884 0.02 -0.04 0.01 0.002
C 1.56856 -1.36304 -1.04973 0.15 0.05 -0.02 -0.015
P 1.56240 0.38353 -1.56089 -0.35 -0.08 0.19 0.244
C 2.40267 0.35862 -3.16351 -0.02 0.10 -0.05 0.011
C 2.69165 1.25250 -0.45015 0.06 -0.01 0.02 0.024
H -1.43333 -3.02911 -3.28866 0.00 0.01 -0.05 0.005
H -0.52397 -1.66850 -3.98270 -0.01 -0.01 0.00 -0.001
H -2.28303 -1.54702 -3.79515 0.01 -0.01 0.02 0.002
H -2.58661 -2.99967 -0.83491 -0.03 0.00 0.03 0.010
H -3.42872 -1.45612 -1.06034 0.00 0.01 0.01 0.004
H -2.34186 -1.66671 0.33043 0.00 0.00 0.01 0.008
H -0.54739 -4.00302 -0.75390 0.03 0.03 0.00 0.001
H 1.51761 -5.07862 0.01662 0.01 0.02 -0.01 0.000
H 3.63543 -3.79466 0.09473 -0.02 0.01 -0.01 0.000
H 3.67240 -1.43934 -0.58940 -0.03 -0.01 0.00 0.001
H 3.38179 -0.10654 -3.03833 0.01 0.01 -0.06 0.006
H 2.52783 1.37109 -3.54741 0.00 -0.01 0.01 0.002
H 1.81943 -0.22178 -3.87701 0.01 0.00 -0.01 0.000
H 3.69194 0.81889 -0.47634 0.00 0.02 0.02 0.007
H 2.29608 1.20624 0.56407 0.01 -0.01 -0.01 0.004
H 2.75240 2.29612 -0.75971 0.00 0.00 0.01 0.000
Cl -0.44234 1.91266 7.34312 0.01 0.00 -0.02 0.000
C -0.49742 1.74300 5.62276 -0.01 -0.01 0.04 0.002
C -0.36220 0.48213 5.06020 0.02 -0.06 -0.02 -0.001
C -0.41210 0.34970 3.68347 0.02 -0.02 0.04 0.011
C -0.60387 1.46840 2.87876 0.02 -0.02 -0.04 0.004
C -0.73555 2.72615 3.45879 -0.04 0.03 0.03 0.001
C -0.67914 2.86919 4.83452 0.00 0.06 -0.06 -0.001
C -0.65854 1.32760 1.40429 -0.02 -0.03 0.07 -0.012
O -0.37264 0.19670 0.87433 -0.02 0.23 0.11 0.142
O -0.97218 2.30706 0.67590 -0.03 0.07 -0.01 0.035
H -0.21624 -0.37859 5.69882 -0.02 0.02 -0.02 0.000
H -0.30433 -0.62313 3.22337 0.01 0.00 0.01 0.004
H -0.88330 3.58897 2.82331 0.01 -0.01 0.01 0.001
H -0.77316 3.84174 5.29819 -0.01 -0.03 -0.01 0.000
N -3.07852 2.54304 -1.86880 -0.01 0.16 -0.12 0.004
N -1.68141 2.83143 -2.12023 -0.14 -0.14 0.09 0.058
H -3.64558 3.32779 -2.18193 0.00 0.00 0.07 0.009
H -3.17627 2.49504 -0.85817 0.01 -0.06 -0.04 -0.004
H -1.38053 3.62848 -1.56258 0.14 0.03 -0.10 0.003
H -1.57255 3.06475 -3.09979 -0.02 -0.14 -0.01 -0.003
```
Positions in Å, forces in eV/Å.

Results
⟨S²⟩: 2.0060
Total charge: +1
2S+1: 3
HOMO-LUMO gap (spin up / spin down) (Ha): 0.2983 / 0.2702

---

3.
Here is 2 unconnected molecules or ions with the total composition C5H10N2O in a non-equilibrium geometry from the Open Molecules 2025 dataset. Energies are from wB97M-V/def2-TZVPD.

Structure (XYZ):
```
18
Properties=species:S:1:pos:R:3:forces:R:3:lowdin_charge:R:1
C 0.64839 -2.13043 -2.26556 0.94 0.02 1.55 -0.095
C 1.49010 -1.41528 -1.14456 -0.39 -0.80 -1.96 -0.204
C 0.76528 -0.58376 -0.17435 -1.18 -0.67 2.12 -0.311
C -0.41793 0.11919 -0.23449 0.57 0.95 -1.27 -0.068
N -0.41982 0.98674 0.83659 0.68 -1.23 1.01 0.032
C 0.57820 0.53868 1.65397 -0.25 0.90 -0.28 -0.217
N 1.27494 -0.42232 1.11666 0.60 0.62 -0.59 0.089
H 0.13792 -3.00755 -1.86220 -0.33 0.28 0.08 0.068
H 1.42700 -2.54536 -2.89699 -0.31 0.17 -0.79 0.060
H -0.04059 -1.44030 -2.73762 0.00 -0.13 -0.40 0.059
H 2.14593 -2.19591 -0.75630 -0.18 0.32 0.73 0.107
H 2.15653 -0.74912 -1.70109 0.13 0.10 0.12 0.106
H -1.22168 0.15844 -0.95211 0.25 0.06 -0.25 0.107
H -1.00006 1.79691 1.00756 -0.30 -0.77 -0.07 0.095
H 0.73928 1.04320 2.59441 0.21 -0.30 0.13 0.111
O -2.81416 2.28396 0.64523 -0.31 -0.77 0.27 -0.032
H -2.48578 2.63306 -0.17399 0.03 0.56 -0.59 0.044
H -2.88417 2.99260 1.27439 -0.17 0.67 0.19 0.048
```
Positions in Å, forces in eV/Å.

Results
Structure (SMILES): CCc1c[nH]cn1.O
2S+1: 1
ΔE to the lowest compared entry with this formula, charge and spin (kcal/mol): 21.88
HOMO-LUMO gap (Ha): 0.3151

---

How do the records compare in E_tot? In the order shown, they have -205731.9334; -59435.4376; -10374.3564 eV.